(1)
C5H13NO | ωB97M-V/def2-TZVPD

XYZ file:
```
20
Properties=species:S:1:pos:R:3:forces:R:3:nbo_charge:R:1
C 1.128535 -0.426521 0.962454 0.28 -0.71 -0.61 -0.40
N -0.236608 0.001385 0.843313 -0.01 0.14 -0.23 -0.45
C -1.321174 -0.953112 1.073042 -0.46 0.81 0.36 -0.21
C -2.167347 -0.943165 -0.203507 0.87 -0.21 0.68 -0.41
C -2.002503 0.513956 -0.651792 -0.86 -0.70 0.22 -0.41
C -0.523802 0.762719 -0.374761 -0.54 -0.33 0.22 -0.22
H 1.337614 -0.826638 1.947159 0.05 0.07 0.26 0.20
H 1.798296 0.387433 0.737545 0.17 0.62 0.33 0.20
H 1.481505 -1.184958 0.224913 -0.56 -0.11 0.11 0.15
H -1.006679 -1.932669 1.363300 0.62 -0.75 -0.04 0.19
H -1.920671 -0.599704 1.930823 -0.03 -0.02 -0.23 0.17
H -3.153693 -1.322587 0.042622 -0.33 0.23 -0.40 0.21
H -1.678263 -1.612728 -0.914859 -0.20 -0.02 -0.18 0.19
H -2.700560 1.124454 -0.063220 0.47 0.15 0.04 0.20
H -2.294179 0.629707 -1.683961 0.13 0.21 -0.43 0.21
H 0.069565 0.409625 -1.230545 0.08 0.07 0.03 0.17
H -0.342291 1.808385 -0.196074 0.34 0.52 -0.14 0.20
H 4.952495 1.396659 -0.584910 -0.33 0.11 -0.60 0.47
H 4.237797 1.709717 -1.961924 0.26 0.08 0.34 0.47
O 4.341957 1.058044 -1.259615 0.05 -0.19 0.28 -0.95
```
Positions in Å, forces in eV/Å.

Results
- Net charge: 0
- Gap between HOMO and LUMO: 8.71 eV
- HOMO energy: -7.9 eV
- SMILES: CN1CCCC1.O

***

(2)
C5H10O2 | ωB97M-V/def2-TZVPD

XYZ file:
```
17
Properties=species:S:1:pos:R:3:forces:R:3:nbo_charge:R:1
C 2.179662 0.727559 -0.096357 0.21 0.08 0.14 -0.24
O 0.955438 0.176800 -0.523858 -0.10 0.07 -0.02 -0.56
C 0.342848 -0.860760 0.186834 0.02 -0.14 -0.02 0.09
C -0.473785 -0.593627 1.423889 0.05 0.08 0.20 -0.45
C -1.150023 -0.807237 0.091293 -0.10 -0.06 -0.12 -0.27
C -1.702365 0.425518 -0.613317 -0.21 -0.03 0.35 -0.06
O -1.268886 0.523775 -1.948405 0.13 0.01 -0.15 -0.73
H 3.023262 0.265770 -0.625450 -0.11 -0.03 0.16 0.18
H 2.322523 0.630503 0.984985 -0.06 -0.02 -0.09 0.18
H 2.146975 1.789650 -0.360459 0.11 -0.15 0.11 0.19
H 0.846187 -1.826622 0.119465 -0.07 0.18 -0.04 0.19
H -0.526603 -1.379708 2.173385 0.08 0.13 -0.16 0.22
H -0.507349 0.415339 1.827388 0.07 -0.12 -0.11 0.22
H -1.678838 -1.740841 -0.088410 0.12 0.16 0.06 0.22
H -2.795567 0.397732 -0.638476 0.11 -0.05 0.06 0.19
H -1.412845 1.316463 -0.032969 -0.04 -0.11 -0.16 0.15
H -0.300638 0.539681 -1.879541 -0.21 0.00 -0.19 0.49
```
Positions in Å, forces in eV/Å.

Results
- Net charge: 0
- Gap between HOMO and LUMO: 10.82 eV
- HOMO energy: -9.9 eV
- SMILES: CO[C@H]1C[C@H]1CO